# 1
C5H12O2 | wB97M-V/def2-TZVPD

Atoms and positions in Å:
1 C -2.169 -1.683 0.479
2 C -1.395 -0.623 -0.299
3 C -0.306 0.046 0.541
4 O 0.641 -0.905 1.021
5 C 0.394 1.155 -0.227
6 C 1.665 1.591 0.220
7 O 2.581 0.606 -1.067
8 H -2.905 -2.188 -0.155
9 H -1.481 -2.434 0.881
10 H -2.704 -1.235 1.325
11 H -2.080 0.152 -0.672
12 H -0.919 -1.067 -1.187
13 H -0.772 0.433 1.460
14 H 1.157 -1.202 0.256
15 H -0.242 1.889 -0.723
16 H 1.368 0.606 -1.164
17 H 2.133 1.111 1.075
18 H 2.027 2.589 -0.017
19 H 3.006 1.158 -1.747

As for the spin multiplicity: 1. The orbital gap is 9.38 eV. For the relative energy (zero: lowest compared OMol25 entry of this formula, charge and spin), the calculation gives 357.3 kJ/mol. The calculation puts the LUMO energy at 0.9 eV. The electronic energy is -348.06875 Ha.



# 2
C5H13N2 | wB97M-V/def2-TZVPD

Atoms and positions in Å:
1 C 0.261 0.955 -2.345
2 C 0.556 1.709 -1.044
3 C -0.593 1.638 -0.024
4 C -0.953 0.214 0.366
5 N 0.069 -0.365 1.294
6 C 0.249 -1.660 1.524
7 N 0.369 -2.514 0.544
8 H -0.639 1.334 -2.823
9 H 0.256 -0.114 -2.127
10 H 1.087 1.065 -3.042
11 H 0.797 2.749 -1.268
12 H 1.478 1.327 -0.586
13 H -0.342 2.159 0.903
14 H -1.436 2.060 -0.556
15 H -0.937 -0.411 -0.526
16 H -1.933 0.091 0.827
17 H 0.286 0.217 2.093
18 H -0.021 -2.060 2.501
19 H 0.174 -2.169 -0.390
20 H 0.521 -3.503 0.669

As for the net charge: +1. As for the spin multiplicity: 1. The orbital gap is 10.47 eV. For the relative energy (zero: lowest compared OMol25 entry of this formula, charge and spin), the calculation gives 148.8 kJ/mol. The calculation puts the LUMO energy at -4.5 eV. The electronic energy is -307.56492 Ha.



# 3
H12O6 | wB97M-V/def2-TZVPD

Atoms and positions in Å:
1 O -2.803 1.396 -0.884
2 H -1.988 0.936 -1.020
3 H -3.401 0.734 -1.349
4 O 2.718 -0.550 1.180
5 H 3.671 -0.788 1.347
6 H 2.440 0.266 1.366
7 O -2.915 3.547 1.227
8 H -2.435 2.740 1.599
9 H -3.020 3.261 0.248
10 O 0.892 -2.769 1.530
11 H -0.039 -2.437 1.414
12 H 1.448 -2.039 1.821
13 O 1.611 -1.559 -0.995
14 H 2.405 -1.135 -1.185
15 H 1.897 -2.220 -0.420
16 O -0.492 0.246 -1.909
17 H -0.054 0.934 -2.298
18 H 0.067 -0.563 -1.671

As for the spin multiplicity: 1. The orbital gap is 10.58 eV. For the relative energy (zero: lowest compared OMol25 entry of this formula, charge and spin), the calculation gives 195.0 kJ/mol. The calculation puts the LUMO energy at 0.0 eV. The electronic energy is -458.59822 Ha.



# 4
C8H12N3OS | wB97M-V/def2-TZVPD

Atoms and positions in Å:
1 C -1.861 0.491 1.969
2 C 1.570 -0.967 0.123
3 C -0.166 0.881 0.260
4 C 1.254 0.365 -0.317
5 C 0.369 -0.629 2.028
6 C -2.703 0.854 -0.205
7 C 2.157 -2.012 -0.683
8 C 1.609 0.796 -1.732
9 N 1.268 -1.264 1.370
10 N -0.582 0.152 1.444
11 N -2.741 1.029 1.087
12 O -0.691 1.889 -0.090
13 S -1.849 -0.416 -1.071
14 H -2.141 0.153 2.899
15 H 1.762 0.978 0.368
16 H 0.051 -1.075 2.982
17 H -3.557 1.349 -0.853
18 H 2.625 -1.738 -1.582
19 H 1.247 -2.497 -0.937
20 H 2.656 -2.738 -0.064
21 H 1.200 0.058 -2.483
22 H 2.727 0.877 -1.696
23 H 1.239 1.718 -2.072
24 H -3.586 1.522 1.440
25 H -1.857 0.223 -2.186

As for the net charge: +1. As for the spin multiplicity: 1. The orbital gap (spin up / spin down) is 5.51 / 6.12 eV. For the relative energy (zero: lowest compared OMol25 entry of this formula, charge and spin), the calculation gives 316.4 kJ/mol. The calculation puts the LUMO energy (spin up / spin down) at -5.3 / -5.0 eV. The electronic energy is -949.33044 Ha.



# 5
C15H46BN6O11Pd2 | wB97M-V/def2-TZVPD

Atoms and positions in Å:
1 N 3.350 2.678 3.898
2 H 2.650 2.133 4.401
3 H 2.936 3.558 3.582
4 H 3.576 2.255 2.982
5 H 4.195 2.876 4.426
6 N 2.107 -1.084 -0.344
7 H 2.929 -1.523 0.053
8 H 1.538 -0.464 0.251
9 H 1.462 -1.819 -0.684
10 H 2.304 -0.504 -1.178
11 Pd -0.377 1.967 -1.770
12 Pd 2.843 2.719 -0.113
13 B 4.572 2.807 1.208
14 H 3.772 3.534 1.523
15 H 4.263 1.720 1.442
16 H 4.868 2.856 0.131
17 H 5.424 3.013 1.943
18 C 2.271 1.690 -2.472
19 O 3.133 1.219 -1.651
20 O 1.857 2.850 -2.194
21 O 1.338 0.882 -2.834
22 C 0.549 1.669 0.814
23 O 0.554 2.764 0.227
24 O 0.010 0.724 0.123
25 O 1.682 1.461 1.382
26 C 2.797 -6.539 -2.093
27 O 1.734 -5.940 -1.398
28 C 1.120 -4.842 -2.056
29 C -0.179 -4.429 -1.369
30 N 0.136 -3.310 -0.483
31 C -1.007 -2.499 -0.053
32 C -2.158 -3.198 0.657
33 O -1.797 -3.261 2.038
34 C -2.494 -4.178 2.856
35 H 2.879 -6.353 -3.167
36 H 2.644 -7.619 -2.022
37 H 3.768 -6.337 -1.633
38 H 0.738 -5.168 -3.034
39 H 1.867 -4.075 -2.265
40 H -0.723 -5.296 -0.990
41 H -0.813 -3.955 -2.127
42 H 0.615 -3.716 0.321
43 H -1.353 -1.954 -0.939
44 H -0.732 -1.634 0.552
45 H -2.191 -4.238 0.327
46 H -3.077 -2.611 0.589
47 H -3.087 -3.685 3.627
48 H -1.776 -4.865 3.303
49 H -3.196 -4.739 2.232
50 C -2.929 6.993 0.277
51 O -3.287 5.627 -0.015
52 C -2.711 5.193 -1.220
53 C -3.347 3.826 -1.573
54 N -2.564 2.872 -0.757
55 C -3.176 1.507 -0.561
56 C -3.210 0.807 -1.911
57 O -1.874 0.783 -2.428
58 C -1.777 -0.143 -3.511
59 H -3.900 7.477 0.377
60 H -2.279 7.517 -0.424
61 H -2.405 7.098 1.229
62 H -1.625 5.232 -1.361
63 H -2.979 5.850 -2.062
64 H -3.165 3.700 -2.641
65 H -4.405 3.883 -1.317
66 H -2.719 3.271 0.168
67 H -4.127 1.367 -0.044
68 H -2.455 0.866 -0.044
69 H -3.883 1.366 -2.570
70 H -3.642 -0.193 -1.862
71 H -1.575 -1.159 -3.173
72 H -0.934 0.139 -4.143
73 H -2.658 -0.063 -4.149
74 C 1.334 -1.556 3.576
75 O 1.622 -2.498 4.302
76 N 0.183 -1.388 2.874
77 N 2.192 -0.495 3.456
78 H 0.014 -0.520 2.404
79 H -0.428 -2.194 2.811
80 H 3.140 -0.786 3.648
81 H 2.043 0.082 2.628

As for the net charge: +1. As for the spin multiplicity: 5. The orbital gap (spin up / spin down) is 9.20 / 6.82 eV. The calculation puts the LUMO energy (spin up / spin down) at -2.3 / -4.5 eV. The electronic energy is -2035.41134 Ha.



# 6
C31H54BN2O10S3 | wB97M-V/def2-TZVPD

Atoms and positions in Å:
1 C -4.270 -4.089 -2.402
2 C -4.378 -2.991 -1.373
3 C -5.220 -1.895 -1.523
4 C -5.272 -0.899 -0.543
5 C -4.468 -0.953 0.598
6 C -4.545 0.107 1.690
7 C -5.517 1.235 1.348
8 C -5.066 -0.570 2.989
9 C -3.588 -2.036 0.726
10 O -2.731 -2.160 1.800
11 C -1.575 -1.291 1.662
12 C -0.506 -1.893 0.791
13 O -0.841 -2.066 -0.532
14 B 0.371 -2.764 -1.076
15 C 0.462 -4.378 -0.826
16 N -0.121 -5.228 -1.892
17 O 1.475 -2.052 -0.330
18 C 0.909 -1.228 0.720
19 C 1.004 0.180 0.130
20 C 0.019 1.255 0.608
21 C 0.067 1.547 2.100
22 S -1.071 2.868 2.606
23 C 1.753 -1.588 1.968
24 C 2.808 -0.585 2.405
25 C 4.014 -0.554 1.445
26 S 4.837 1.099 1.500
27 C 5.112 1.538 -0.210
28 S 6.641 1.815 -0.667
29 N 3.971 1.687 -1.043
30 C 3.819 3.024 -1.603
31 C 4.157 3.122 -3.092
32 O 5.095 2.149 -3.502
33 C 4.474 0.887 -3.407
34 C 3.836 0.601 -2.026
35 C -3.574 -3.042 -0.238
36 H -5.256 -4.309 -2.807
37 H -3.927 -4.988 -1.899
38 H -3.569 -3.818 -3.185
39 H -5.835 -1.818 -2.410
40 H -5.953 -0.081 -0.714
41 H -3.579 0.567 1.878
42 H -6.525 0.828 1.262
43 H -5.289 1.710 0.397
44 H -5.526 1.968 2.151
45 H -5.558 -1.501 2.717
46 H -5.821 0.046 3.469
47 H -4.264 -0.832 3.670
48 H -1.945 -0.369 1.223
49 H -1.229 -1.098 2.674
50 H -0.265 -2.851 1.287
51 H 0.330 -2.585 -2.301
52 H 1.521 -4.626 -0.727
53 H 0.007 -4.697 0.122
54 H -0.971 -4.818 -2.247
55 H 0.549 -5.329 -2.639
56 H 2.001 0.603 0.208
57 H 0.806 0.043 -0.928
58 H -0.992 1.066 0.258
59 H 0.308 2.190 0.122
60 H 1.043 1.974 2.316
61 H -0.060 0.661 2.711
62 H -2.250 2.233 2.538
63 H 1.088 -1.849 2.796
64 H 2.276 -2.507 1.720
65 H 3.195 -0.910 3.374
66 H 2.437 0.421 2.564
67 H 3.719 -0.751 0.423
68 H 4.779 -1.245 1.776
69 H 2.784 3.356 -1.489
70 H 4.415 3.746 -1.054
71 H 3.252 2.978 -3.698
72 H 4.558 4.093 -3.356
73 H 5.185 0.105 -3.650
74 H 3.693 0.844 -4.175
75 H 4.308 -0.276 -1.597
76 H 2.793 0.336 -2.157
77 H -2.886 -3.857 -0.071
78 C 5.561 4.675 -5.921
79 O 4.910 5.903 -6.266
80 C 4.462 5.955 -7.516
81 O 4.561 5.087 -8.344
82 O 3.879 7.142 -7.700
83 C 3.346 7.333 -9.011
84 H 5.878 4.765 -4.888
85 H 4.875 3.836 -6.012
86 H 6.439 4.517 -6.544
87 H 2.576 6.594 -9.225
88 H 4.135 7.278 -9.758
89 H 2.907 8.326 -9.022
90 C -4.195 -2.463 9.676
91 O -3.199 -2.885 8.747
92 C -3.244 -2.245 7.573
93 O -4.030 -1.384 7.278
94 O -2.275 -2.726 6.803
95 C -2.202 -2.129 5.502
96 H -4.047 -3.055 10.575
97 H -4.076 -1.407 9.915
98 H -5.193 -2.645 9.282
99 H -1.998 -1.062 5.581
100 H -3.121 -2.302 4.947
101 H -1.381 -2.610 4.978

As for the net charge: -1. As for the spin multiplicity: 1. The orbital gap is 5.91 eV. The calculation puts the LUMO energy at 1.5 eV. The electronic energy is -3294.99202 Ha.